Entry 1:
Formula: C4H6O
Source: OMol25
Level of theory: ωB97M-V with the def2-TZVPD basis set

XYZ file:
```
11
Properties=species:S:1:pos:R:3:forces:R:3:lowdin_charge:R:1
C 1.03802 0.70635 0.10840 1.506 -1.246 -0.745 -0.092
C -0.53563 -1.15206 -0.28091 0.199 -1.646 0.909 -0.163
C 0.02229 -0.18335 0.80129 -0.070 0.789 -5.006 -0.118
C -0.39152 0.87817 -0.29769 1.301 0.812 0.483 -0.255
O -0.67343 -0.11324 -1.25926 -0.069 -0.131 -0.964 -0.103
H 1.57131 1.48224 0.62899 -0.400 0.239 0.580 0.091
H 1.81128 0.15658 -0.55269 -1.657 0.917 0.675 0.141
H 0.04294 -2.16506 -0.49651 -0.690 2.418 -0.193 0.149
H -1.57132 -1.44813 -0.09543 0.171 -0.232 0.573 0.110
H -0.38719 -0.05517 1.69834 -0.949 0.053 3.832 0.071
H -0.92676 1.89366 -0.25453 0.657 -1.974 -0.146 0.170
```
Forces are in eV/Å.

Properties
Frontier orbital gap in eV: 10.320
HOMO level in eV: -9.12
Spin multiplicity: 1
Total charge: 0
LUMO in eV: 1.2

Entry 2:
Formula: C3H11N3
Source: OMol25
Level of theory: ωB97M-V with the def2-TZVPD basis set

XYZ file:
```
17
Properties=species:S:1:pos:R:3:forces:R:3:lowdin_charge:R:1
C 0.11282 -0.50392 -1.31357 1.253 0.667 -0.925 -0.605
N 0.35290 0.77948 -1.09687 -0.248 -0.794 -0.194 0.074
N -0.67686 -0.94681 -2.35003 0.094 -0.003 0.450 0.132
N 0.99854 -1.41041 -0.77896 -0.769 0.361 -0.275 0.145
H -1.33702 -0.64569 0.32748 0.222 1.011 1.064 0.045
H 0.18358 1.08535 0.08315 -0.422 -0.118 1.340 0.046
H -0.13424 1.40245 -1.72819 -0.133 -0.085 0.028 0.093
H -0.77077 -1.94469 -2.45041 -0.086 0.072 -0.017 0.097
H 1.67578 -0.99951 -0.15470 -0.145 -0.181 0.127 0.105
H -1.51344 -0.41554 -2.53173 0.019 -0.089 0.078 0.104
H 0.63773 -2.32658 -0.56486 0.165 0.090 0.227 0.102
C -0.23336 1.26796 1.55384 0.812 0.597 -1.037 -0.261
C 0.63316 0.95792 2.51600 -0.134 -0.013 0.161 -0.145
H 0.65362 1.43460 3.49347 -0.031 -0.011 0.064 0.026
H -0.93753 2.07801 1.74973 -0.077 0.001 0.223 0.022
H -1.01314 0.02230 0.85671 -0.593 -1.507 -1.265 0.001
H 1.36823 0.16508 2.38895 0.073 0.001 -0.048 0.018
```
Forces are in eV/Å.

Properties
Frontier orbital gap in eV: 7.822
HOMO level in eV: -7.19
Spin multiplicity: 1
Total charge: 0
LUMO in eV: 0.6

Entry 3:
Formula: CH2NO2S
Source: OMol25
Level of theory: ωB97M-V with the def2-TZVPD basis set

XYZ file:
```
7
Properties=species:S:1:pos:R:3:forces:R:3:lowdin_charge:R:1
C 0.90880 0.10655 0.32511 0.561 1.662 -4.835 -0.699
N -1.97313 -0.77939 -1.39120 -0.318 -1.144 -2.069 -0.501
O 1.49913 0.16436 1.36738 2.269 -0.044 3.988 -0.164
O -0.55522 0.38515 0.51393 -4.372 -0.254 0.079 -0.550
S -1.96816 -0.16786 -0.10842 2.419 1.625 2.414 0.726
H 1.12776 1.15259 -0.46657 -0.283 -2.223 0.842 0.110
H 0.96081 -0.86140 -0.24023 -0.276 0.379 -0.421 0.078
```
Forces are in eV/Å.

Properties
Frontier orbital gap in eV: 6.946
HOMO level in eV: -3.12
Spin multiplicity: 1
Total charge: -1
LUMO in eV: 3.8

Entry 4:
Formula: C6H13N
Source: OMol25
Level of theory: ωB97M-V with the def2-TZVPD basis set

XYZ file:
```
20
Properties=species:S:1:pos:R:3:forces:R:3:lowdin_charge:R:1
C -1.69788 1.58380 0.75253 0.591 -1.162 -1.501 -0.144
C -0.31933 0.98106 1.16770 -1.980 -0.671 3.653 -0.400
C 1.36685 -0.49776 0.88522 1.456 2.444 2.163 -0.253
C 1.04135 -1.52814 -0.17009 -1.488 -3.941 -2.012 -0.131
C -0.22350 -0.58657 -0.71306 1.336 -0.394 2.947 -0.396
C -0.34730 -0.41646 -2.23225 1.764 -2.012 2.472 -0.077
H -1.14046 1.97133 -0.39846 -3.184 -0.409 3.107 0.155
H -1.87851 2.32127 1.57878 -0.361 -0.118 -1.599 0.034
H -2.89157 0.71304 0.80780 4.042 2.663 -0.737 0.174
H -0.46933 0.13771 2.05321 -0.638 1.161 -2.330 0.115
H 0.09296 1.65877 2.01820 0.464 -0.187 -2.437 0.127
H 0.85706 -0.53915 1.98121 1.175 -1.526 -2.562 0.102
H 2.35508 0.07106 1.30632 -1.410 -1.966 -2.021 0.151
H 0.55173 -2.49377 0.28382 1.518 1.409 -0.982 0.116
H 1.78628 -1.80818 -1.10160 -1.631 0.776 2.663 0.147
H -1.24780 -0.73854 -0.16522 1.848 -0.399 -1.162 0.135
H -0.38251 -1.65809 -2.30716 -1.109 3.284 -1.467 0.142
H -1.10743 0.43910 -2.43213 1.145 -2.208 -0.530 0.098
H 0.74824 -0.22153 -2.45822 -1.553 0.368 -0.625 0.074
N 0.54360 0.41877 0.09903 -1.985 2.889 2.959 -0.169
```
Forces are in eV/Å.

Properties
Frontier orbital gap in eV: 9.780
HOMO level in eV: -8.80
Spin multiplicity: 1
Total charge: 0
LUMO in eV: 1.0

Entry 5:
Formula: C22H22CrIN2O5
Source: OMol25
Level of theory: ωB97M-V with the def2-TZVPD basis set

XYZ file:
```
53
Properties=species:S:1:pos:R:3:forces:R:3:lowdin_charge:R:1
Cr -0.31811 -0.61261 -0.18407 -0.975 -0.699 1.803 0.810
C -0.47219 -2.72102 -0.53270 0.099 -0.468 -0.034 -0.303
C -0.47552 -2.70671 0.90972 0.811 -0.405 -1.002 -0.236
C -1.69168 -2.19956 1.31964 -0.562 0.704 0.407 -0.211
C -2.43391 -1.81126 0.17212 -0.284 0.711 0.229 -0.225
C -1.70687 -2.15100 -0.97163 0.591 -0.487 -0.957 -0.294
C -2.15276 -2.12324 -2.40347 -0.086 0.097 -0.052 -0.011
C -3.76787 -1.13314 0.23414 -0.118 -0.056 0.084 -0.030
C -2.15015 -1.99800 2.72634 -0.083 -0.131 0.084 0.009
C 0.61864 -3.24727 1.77641 0.049 -0.002 0.100 -0.009
C 0.46123 -3.49946 -1.40721 0.155 -0.017 0.084 -0.016
H -2.52653 -3.09864 -2.72664 0.005 -0.010 0.054 0.092
H -1.33101 -1.85320 -3.06713 0.027 0.008 0.021 0.088
H -2.95567 -1.40162 -2.56695 0.014 0.003 0.014 0.071
H -4.49487 -1.74254 0.77624 0.046 -0.041 -0.012 0.092
H -4.18208 -0.95608 -0.75942 0.002 -0.035 0.021 0.071
H -3.70489 -0.17738 0.76527 0.011 -0.082 0.029 0.093
H -1.84700 -1.02981 3.12349 -0.024 -0.011 -0.003 0.076
H -1.75975 -2.77505 3.38504 0.031 -0.007 -0.029 0.089
H -3.23942 -2.03080 2.79061 0.033 -0.032 -0.049 0.086
H 0.50356 -4.32356 1.93069 -0.017 0.010 -0.021 0.094
H 0.62822 -2.77710 2.76183 -0.029 0.020 -0.041 0.083
H 1.59985 -3.09112 1.32492 -0.017 0.002 -0.009 0.078
H 0.06817 -4.50734 -1.57486 -0.009 0.034 0.012 0.095
H 1.44881 -3.61002 -0.95496 -0.026 0.033 0.026 0.084
H 0.61288 -3.02274 -2.37337 -0.054 0.036 0.004 0.082
O 4.63324 -0.16691 3.17369 -0.073 -0.009 -0.007 0.090
C 3.50872 -0.13883 2.42674 0.257 0.031 0.155 -0.265
C 2.27043 0.21844 2.96590 0.079 0.050 -0.001 0.089
C 1.18631 0.20055 2.12279 0.140 0.059 -0.036 -0.142
N 1.32337 -0.15894 0.85684 -0.019 -0.099 -0.470 0.064
C 2.50078 -0.44493 0.31314 -0.059 -0.156 -0.035 -0.137
C 3.64513 -0.45631 1.07405 -0.058 0.056 -0.081 0.097
C 2.37699 -0.71611 -1.18490 -0.324 0.094 0.081 -0.558
O 3.37817 -0.85645 -1.85203 0.017 -0.113 -0.135 0.089
O 1.13780 -0.70386 -1.58593 0.353 0.173 0.124 -0.120
C -0.23165 0.60844 2.45402 -0.297 -0.044 -0.231 -0.572
O -0.47233 1.09002 3.54472 -0.120 -0.013 0.098 0.077
O -1.05043 0.38109 1.47876 0.474 0.674 0.086 -0.100
H 4.42601 0.06118 4.08665 0.017 0.014 0.025 0.117
H 2.13711 0.52454 3.99698 0.040 -0.020 -0.026 0.137
H 4.60287 -0.69174 0.63090 -0.014 0.011 0.052 0.141
I -4.68275 2.63259 -2.39808 -0.264 0.031 -0.041 0.926
C -2.65232 2.41157 -2.10793 0.269 -0.189 0.175 -0.714
C -1.73756 3.30915 -2.63042 -0.113 0.228 -0.160 -0.120
C -0.39258 3.10275 -2.39767 0.191 -0.104 0.087 -0.026
C 0.00119 1.99146 -1.67181 -0.019 0.082 -0.081 -0.074
N -0.88179 1.13043 -1.17039 -0.183 -0.257 -0.227 0.006
C -2.18665 1.33797 -1.36708 0.151 0.338 -0.064 -0.162
H -2.07307 4.15973 -3.21043 0.010 -0.024 0.021 0.104
H 0.35569 3.78128 -2.78234 -0.034 0.010 -0.007 0.116
H 1.04223 1.76536 -1.49541 0.016 0.004 -0.030 0.121
H -2.86092 0.63875 -0.90562 -0.027 -0.002 -0.039 0.063
```
Forces are in eV/Å.

Properties
Frontier orbital gap (spin up / spin down) in eV: 8.063 / 7.651
HOMO level (spin up / spin down) in eV: -8.25 / -7.77
Spin multiplicity: 2
Total charge: 0
LUMO (spin up / spin down) in eV: -0.2 / -0.1

Entry 6:
Formula: C26H24BN10RhS2
Source: OMol25
Level of theory: ωB97M-V with the def2-TZVPD basis set

XYZ file:
```
64
Properties=species:S:1:pos:R:3:forces:R:3:lowdin_charge:R:1
Rh 0.15712 -0.24073 -1.01107 -0.160 0.283 0.158 0.581
C -2.33309 -2.95932 1.22230 0.002 -0.018 -0.003 -0.047
C -1.10113 -2.55840 0.70231 -0.098 0.039 -0.041 -0.165
N -1.17492 -1.32053 0.23610 0.015 -0.310 0.015 -0.047
N -2.45207 -0.90614 0.41922 0.000 0.100 0.031 0.040
C -3.16367 -1.88005 1.01578 -0.036 -0.013 0.005 -0.066
B -2.85094 0.46001 -0.19460 -0.026 -0.096 -0.031 -0.634
N -1.84820 1.51588 0.34277 -0.007 0.061 -0.082 0.024
C -1.98950 2.41026 1.33765 -0.029 0.021 -0.005 -0.078
C -0.78722 3.06044 1.51209 0.029 0.031 -0.017 -0.047
C 0.06756 2.46970 0.57731 0.003 0.072 -0.105 -0.136
N -0.57961 1.54460 -0.11620 -0.048 -0.228 0.353 -0.046
N -2.74902 0.33594 -1.73102 0.082 0.133 -0.026 0.021
C -3.66439 0.59689 -2.68747 -0.018 -0.079 -0.011 -0.066
C -3.09646 0.31056 -3.90950 0.010 -0.031 0.004 -0.051
C -1.79799 -0.12730 -3.60410 -0.094 -0.017 0.049 -0.136
N -1.61199 -0.10698 -2.29791 -0.002 0.043 0.027 -0.057
N -4.26880 0.92707 0.14245 -0.019 -0.037 0.003 -0.016
C -4.74806 2.18348 -0.03513 0.000 -0.013 -0.025 -0.115
C -6.11419 2.14029 0.08876 -0.009 -0.002 0.003 -0.074
C -6.39005 0.78180 0.32988 -0.001 0.010 0.007 -0.164
N -5.28488 0.05922 0.34815 -0.028 0.040 0.009 0.070
H -2.58491 -3.90265 1.67331 0.002 0.001 0.004 0.090
H -0.17759 -3.10401 0.63432 0.059 -0.027 -0.024 0.088
H -4.20737 -1.73038 1.22206 0.018 -0.002 0.007 0.094
H -2.93102 2.53151 1.84456 0.006 -0.011 0.005 0.118
H -0.56260 3.84580 2.21204 0.004 -0.001 -0.002 0.091
H 1.10951 2.65798 0.37882 -0.003 -0.027 0.002 0.104
H -4.65315 0.94037 -2.43215 0.004 0.007 0.000 0.114
H -3.55490 0.39443 -4.87904 0.000 0.007 -0.002 0.088
H -0.99810 -0.45043 -4.25003 0.012 0.020 -0.020 0.106
H -4.08891 3.00576 -0.25685 0.006 0.000 -0.002 0.124
H -6.80498 2.96213 0.01550 0.000 0.000 -0.001 0.086
H -7.34322 0.30308 0.49102 0.000 0.000 0.001 0.095
S 1.30443 1.03709 -2.53635 0.133 -0.062 0.008 0.643
C 2.00878 -0.19004 -3.54742 0.113 -0.185 -0.098 -0.724
C 2.81917 0.28930 -4.62873 -0.007 -0.064 -0.005 -0.295
N 3.45720 0.71041 -5.48993 -0.003 -0.001 0.002 0.139
C 1.81956 -1.52328 -3.35799 0.010 0.245 0.163 -0.712
S 0.86024 -2.16871 -2.04651 -0.003 -0.005 -0.189 0.645
C 2.41972 -2.48383 -4.23171 -0.007 0.003 -0.046 -0.295
N 2.87541 -3.28202 -4.92561 0.014 -0.005 0.014 0.140
C 2.80138 -2.36505 0.78897 -0.010 -0.017 -0.010 -0.092
C 2.40180 -0.97688 1.29783 -0.128 0.047 0.136 -0.550
C 1.45259 -1.17805 2.50611 -0.019 -0.033 -0.026 -0.042
C 1.74179 -0.12095 0.23148 0.139 0.109 -0.193 -0.158
C 3.63068 -0.21497 1.81219 -0.021 -0.013 0.020 -0.181
C 3.46160 1.04257 2.39948 -0.009 -0.004 -0.009 -0.051
C 4.53642 1.77062 2.87892 -0.003 0.006 0.000 -0.092
C 5.82541 1.25926 2.78580 0.004 -0.002 -0.001 -0.114
C 6.01295 0.01715 2.20550 -0.003 0.004 -0.001 -0.093
C 4.92767 -0.70997 1.72606 0.004 0.003 -0.011 -0.032
H 1.92689 -2.90717 0.44393 -0.067 -0.015 -0.019 0.023
H 3.27466 -2.94944 1.58412 0.019 0.005 0.001 0.083
H 3.47665 -2.30191 -0.06400 0.003 -0.001 -0.020 0.083
H 0.55152 -1.70833 2.20080 0.122 0.060 0.066 0.045
H 1.14210 -0.22174 2.92769 -0.010 0.004 0.000 0.072
H 1.95175 -1.75509 3.29081 0.003 0.003 0.008 0.087
H 2.27263 0.81495 0.07392 0.062 -0.040 -0.078 0.000
H 2.46447 1.46142 2.46826 -0.009 0.000 -0.006 0.101
H 4.36965 2.74423 3.32440 -0.001 0.000 0.002 0.095
H 6.66991 1.82723 3.15577 0.001 0.000 0.001 0.092
H 7.01099 -0.39464 2.11519 0.000 0.000 0.000 0.096
H 5.11072 -1.67243 1.26970 0.000 0.001 0.004 0.097
```
Forces are in eV/Å.

Properties
Frontier orbital gap (spin up / spin down) in eV: 6.506 / 6.707
HOMO level (spin up / spin down) in eV: -4.03 / -4.23
Spin multiplicity: 2
Total charge: -1
LUMO (spin up / spin down) in eV: 2.5 / 2.5

Entry 7:
Formula: C4H9S
Source: OMol25
Level of theory: ωB97M-V with the def2-TZVPD basis set

XYZ file:
```
14
Properties=species:S:1:pos:R:3:forces:R:3:lowdin_charge:R:1
C 2.86525 -1.57034 -0.36272 3.134 0.814 1.908 -0.800
S 2.02602 -0.17473 -1.12790 -0.484 -0.358 -0.926 0.084
H 2.89240 -2.66089 -0.59937 -0.584 0.803 -0.663 -0.008
H 2.64853 -1.51550 0.71869 -0.244 -0.386 -0.164 -0.039
H 3.99442 -1.23155 -0.31148 -1.621 -1.023 -0.316 -0.004
C -0.58600 1.33939 0.44984 -1.412 0.697 1.147 -0.176
C -1.95014 0.74050 0.61255 -1.417 -0.296 -2.414 -0.291
C -2.60430 0.22310 -0.45332 -1.508 -0.399 -0.428 -0.065
H -0.30309 1.17063 1.50148 1.502 0.919 -0.575 0.062
H -0.55462 2.43678 0.04834 -0.037 -2.052 1.032 0.110
H -0.11984 0.63256 -0.20810 1.235 0.153 -0.330 -0.077
H -2.39324 0.61533 1.60845 -0.032 0.362 -0.381 0.077
H -3.69267 -0.13391 -0.32986 1.816 0.240 -0.109 0.045
H -2.22271 0.12863 -1.54660 -0.347 0.526 2.219 0.082
```
Forces are in eV/Å.

Properties
Frontier orbital gap in eV: 6.009
HOMO level in eV: -2.07
Spin multiplicity: 1
Total charge: -1
LUMO in eV: 3.9

Entry 8:
Formula: CH3F2O3P
Source: OMol25
Level of theory: ωB97M-V with the def2-TZVPD basis set

XYZ file:
```
10
Properties=species:S:1:pos:R:3:forces:R:3:lowdin_charge:R:1
C -1.00295 0.63750 0.21181 -0.451 -1.640 -1.524 -0.774
O -1.15961 -0.70464 -0.16748 0.132 0.785 -0.192 0.022
O 2.33661 0.35077 0.77568 -1.230 0.427 0.334 -0.046
O 1.39181 0.23166 -0.32598 2.793 -2.596 0.829 -0.520
F -0.76880 0.59397 1.54304 -0.002 0.860 0.755 0.053
F -2.19018 1.24672 -0.04914 0.635 -0.196 0.496 0.063
P 0.48395 1.49079 -0.64394 -1.704 1.280 -0.467 0.998
H -0.28498 -1.13935 -0.21401 -0.414 0.479 0.073 0.101
H 1.70591 0.33076 1.53581 0.701 -0.078 -0.400 0.096
H 0.25403 0.82496 -1.88919 -0.460 0.679 0.097 0.008
```
Forces are in eV/Å.

Properties
Frontier orbital gap in eV: 10.719
SMILES: OOPC(O)(F)F
HOMO level in eV: -10.31
Spin multiplicity: 1
Total charge: 0
LUMO in eV: 0.4

Look up the total charge of the fourth one. 0